1.
The following is a quantum chemistry calculation of one molecule with the formula C6H10N2O in a non-equilibrium geometry, from the OMol25 dataset.

Structure (XYZ):
```
19
Properties=species:S:1:pos:R:3:mulliken_charge:R:1
H 3.27 -0.12 0.41 0.36
N 2.56 -0.75 -0.28 -0.71
C 1.62 0.07 -0.37 0.28
O 2.11 1.26 0.49 -0.60
C 0.28 0.03 -1.04 0.43
C -0.70 1.17 -0.74 -0.63
C -1.17 1.11 0.70 -0.53
C -1.68 0.10 -0.28 -0.34
N -0.72 -0.96 -0.55 -0.11
C -0.41 -1.90 0.50 -0.90
H 1.38 1.90 0.42 0.33
H 0.46 -0.10 -2.11 0.29
H -0.89 2.02 -1.40 0.31
H -1.88 1.89 0.96 0.32
H -0.50 0.82 1.51 0.20
H -2.73 -0.02 -0.52 0.38
H 0.03 -1.44 1.40 0.30
H -1.33 -2.42 0.79 0.32
H 0.30 -2.66 0.12 0.31
```

The value obtained for the HOMO-LUMO gap is 9.8 eV. The structure (SMILES) is [H]/N=C(\O)[C@@H]1[C@@H]2C[C@@H]2N1C. The calculation puts the LUMO energy at 0.8326 eV. Its total charge is 0.

***

2.
The following is a quantum chemistry calculation of a 2-piece molecular cluster, C6H10N2O2 overall in a non-equilibrium geometry, from the OMol25 dataset.

Structure (XYZ):
```
20
Properties=species:S:1:pos:R:3:mulliken_charge:R:1
C -2.79 -1.73 2.38 -0.39
C -2.67 0.66 2.85 -0.09
C 1.47 0.83 -1.30 -0.55
C 2.00 0.16 -0.06 -0.69
C 0.01 0.41 -1.36 -0.56
C 0.83 0.29 0.89 0.49
N -2.58 -0.58 2.80 0.00
N -0.29 0.27 0.13 -0.03
O 0.81 0.37 2.09 -0.73
O -1.61 1.45 2.78 -0.40
H -2.82 -2.64 2.93 0.25
H -2.87 -1.79 1.31 0.22
H 1.46 1.93 -1.25 0.30
H 2.09 0.47 -2.16 0.30
H 2.01 -0.86 -0.32 0.27
H 2.98 0.39 0.30 0.37
H -0.75 1.05 -1.85 0.33
H -0.01 -0.62 -1.64 0.30
H -0.60 1.06 2.76 0.42
H -1.25 0.47 0.51 0.19
```

The value obtained for the HOMO-LUMO gap (spin up / spin down) is 8.4 / 8.4 eV. The calculation puts the LUMO energy (spin up / spin down) at 0.6169 / 0.6169 eV. Its total charge is 0.

***

3.
The following is a quantum chemistry calculation of one molecule with the formula C6H10N2O3 in a non-equilibrium geometry, from the OMol25 dataset.

Structure (XYZ):
```
21
Properties=species:S:1:pos:R:3:mulliken_charge:R:1
C 3.50 1.30 0.33 -1.12
C 3.14 0.16 -0.68 -0.35
C 2.13 -0.69 0.00 0.49
O 2.21 -1.72 0.62 -0.48
N 0.74 0.04 -0.02 -0.55
N -0.31 -0.58 -0.13 1.03
O -0.41 -1.71 -0.57 -0.66
C -1.64 0.22 0.16 0.29
O -1.55 1.35 0.54 -0.45
C -2.78 -0.69 -0.13 -0.40
C -4.09 0.01 0.25 -1.13
H 2.56 1.91 0.62 0.26
H 4.31 1.96 0.13 0.36
H 3.82 0.75 1.14 0.36
H 2.86 0.43 -1.67 0.32
H 3.97 -0.54 -0.69 0.28
H -2.71 -1.66 0.45 0.34
H -2.63 -1.03 -1.09 0.42
H -4.90 -0.65 -0.11 0.34
H -4.04 0.85 -0.44 0.32
H -4.18 0.30 1.29 0.32
```

The value obtained for the HOMO-LUMO gap is 9.4 eV. The structure (SMILES) is CCC(=O)/N=[N+](\[O-])C(=O)CC. The calculation puts the LUMO energy at -0.4347 eV. Its total charge is 0.

***

4.
The following is a quantum chemistry calculation of C6H10N2O3P as an isolated structure in a non-equilibrium geometry, from the OMol25 dataset.

Structure (XYZ):
```
22
Properties=species:S:1:pos:R:3:mulliken_charge:R:1
C 3.35 -0.38 0.70 -0.58
C 2.55 -1.33 0.13 -0.28
C 1.78 0.59 -0.37 0.44
C 0.96 1.68 -0.79 -0.06
C -2.68 -1.52 0.19 -1.28
C -1.30 -0.94 0.16 -0.29
N 2.83 0.84 0.49 -0.77
N 1.51 -0.72 -0.49 -0.54
O -2.22 1.40 -1.18 -0.58
O -1.96 2.80 0.97 -0.68
O -1.31 0.24 1.00 -0.31
P -1.61 1.62 0.16 0.81
H 4.16 -0.44 1.28 0.59
H 2.45 -2.45 0.06 0.34
H 0.67 1.53 -1.90 0.29
H 0.11 1.57 -0.18 -0.29
H 1.49 2.69 -0.65 0.32
H -3.28 -0.89 -0.40 0.35
H -2.88 -2.52 -0.38 0.33
H -3.11 -1.75 1.28 0.23
H -0.92 -0.51 -0.73 0.59
H -0.57 -1.52 0.65 0.35
```

The value obtained for the HOMO-LUMO gap (spin up / spin down) is 6.9 / 6.9 eV. The calculation puts the LUMO energy (spin up / spin down) at 3.0864 / 3.0861 eV. Its total charge is -1.

***

5.
The following is a quantum chemistry calculation of one molecule with the formula C6H10N2O5 in a non-equilibrium geometry, from the OMol25 dataset.

Structure (XYZ):
```
23
Properties=species:S:1:pos:R:3:mulliken_charge:R:1
N -1.12 -0.45 1.33 -0.87
C -0.81 -0.21 -0.01 0.57
C -2.00 0.17 -0.92 -0.98
C -3.43 0.07 -0.33 0.53
O -4.31 0.06 -1.23 -0.61
O -3.67 0.05 0.97 -0.52
C -0.01 1.10 0.06 0.14
O -0.50 2.21 0.06 -0.64
N 1.34 0.93 0.14 -0.04
C 2.04 -0.38 -0.02 -0.52
C 3.58 0.11 -0.15 0.72
O 3.81 1.26 0.07 -0.50
O 4.52 -0.79 -0.47 -0.47
H -0.27 -0.76 1.73 0.22
H -1.71 -1.38 1.31 0.31
H -0.35 -1.04 -0.41 0.60
H -1.96 1.20 -1.28 0.29
H -2.00 -0.48 -1.83 0.28
H -2.84 0.15 1.51 0.48
H 1.89 1.77 0.27 0.27
H 1.82 -0.93 1.07 0.16
H 1.76 -1.08 -0.93 0.25
H 4.20 -1.56 -0.95 0.33
```

The value obtained for the HOMO-LUMO gap is 9.5 eV. The structure (SMILES) is N[C@@H](CC(=O)O)C(=O)NCC(=O)O. The calculation puts the LUMO energy at -0.2714 eV. Its total charge is 0.

***

6.
The following is a quantum chemistry calculation of one molecule with the formula C6H10N2S in a non-equilibrium geometry, from the OMol25 dataset.

Structure (XYZ):
```
19
Properties=species:S:1:pos:R:3:mulliken_charge:R:1
C -0.08 2.03 0.83 -1.26
C -0.84 0.73 1.09 1.04
C -2.06 1.05 1.91 -0.05
N -2.87 1.53 2.56 -0.47
C -1.38 0.11 -0.32 -1.26
N -0.45 -0.60 -1.23 -0.41
C 0.20 -1.77 -0.65 -0.52
C 1.00 -1.32 0.55 -0.53
S 0.06 -0.62 1.96 -0.14
H 0.88 1.99 0.26 0.36
H 0.06 2.44 1.92 0.31
H -0.87 2.62 0.38 0.41
H -2.11 -0.58 -0.11 0.54
H -1.55 1.03 -0.91 0.42
H 0.35 0.16 -1.41 0.32
H 0.92 -2.12 -1.42 0.31
H -0.46 -2.65 -0.35 0.27
H 1.59 -2.15 1.00 0.40
H 1.73 -0.45 0.41 0.26
```

The value obtained for the HOMO-LUMO gap is 9.5 eV. The structure (SMILES) is C[C@@]1(C#N)CNCCS1. The calculation puts the LUMO energy at 0.6074 eV. Its total charge is 0.

***

Ordered energy above the lowest of the compared OMol25 structures with the same formula, charge and spin results: 362.9; 327.8; 475.6; 109.0; 304.0; 95.3; unit kJ/mol.